The following is a DFT calculation (ωB97M-V/def2-TZVPD) of a molecular structure, C3H8O2S2 at a distorted geometry.

Last column: Mulliken charge in e.
Cartesian coordinates (Å):
S -0.83 -0.83 0.09  1.074
C -0.37 0.92 0.57  -0.342
H 1.36 -1.19 0.60  0.187
O -1.18 -0.82 -1.32  -0.671
S -1.79 1.82 0.13  -0.167
H 0.86 -1.78 -0.96  0.343
H 1.12 2.53 0.14  0.332
C 0.70 -1.90 0.14  -0.845
H -2.00 0.95 -0.83  0.206
H 0.69 -2.90 0.52  0.351
O -1.80 -1.27 1.01  -0.592
H -0.17 0.81 1.56  0.469
H 0.75 1.47 -1.41  0.253
H 1.78 0.75 0.00  0.290
C 0.88 1.43 -0.25  -0.886

Summary:
- ΔE to the lowest compared entry with this formula, charge and spin: 254.34 kJ/mol
- Maximum force: 5.0 eV/A
- HOMO-LUMO gap: 9.98 eV
- E_tot: -1065.88515 a.u.